10
Properties=species:S:1:pos:R:3:nbo_charge:R:1 method="wB97M-V/def2-TZVPD" relative_energy_kj_mol=149.99 smiles="[H]/N=C1/C=NCS1" homo_lumo_gap_ev=9.71 homo_ev=-9.2845 lumo_ev=0.4
H 0.110 2.006 -2.164 0.36
N -0.520 1.359 -1.732 -0.62
C -0.160 0.534 -0.881 0.07
C -1.089 -0.357 -0.136 0.04
N -0.639 -0.880 0.917 -0.34
C 0.775 -0.630 1.124 -0.37
S 1.455 0.503 -0.213 0.20
H -2.166 -0.573 -0.261 0.23
H 0.832 -0.317 2.138 0.22
H 1.402 -1.645 1.208 0.23